# C3H7BrN2

One molecule with the formula C3H7BrN2 (ωB97M-V/def2-TZVPD, the OMol25 dataset).

M   151.0 g mol⁻¹
HOMO level   -9.232 eV
Electronic energy   -76245.060 eV

```
13
Properties=species:S:1:pos:R:3:lowdin_charge:R:1
H 0.385 2.619 -1.307 0.064
N 0.084 1.923 -0.647 0.058
N 0.591 0.867 -0.930 -0.045
C 0.440 -0.170 0.161 -0.492
C -0.375 0.300 1.379 -0.073
C -0.163 -1.324 -0.616 -0.522
Br 1.217 -2.312 -1.751 0.508
H 1.473 -0.190 0.434 0.114
H -0.333 1.410 1.378 0.057
H -1.502 0.087 1.041 0.117
H -0.278 -0.203 2.310 0.056
H -0.671 -2.138 -0.038 0.069
H -0.869 -0.868 -1.414 0.090
```

---

# C15H25N5O3

One molecule with the formula C15H25N5O3 (ωB97M-V/def2-TZVPD, the OMol25 dataset).

M   323.4 g mol⁻¹
HOMO level   -8.988 eV
Electronic energy   -29555.247 eV

```
48
Properties=species:S:1:pos:R:3:lowdin_charge:R:1
C -4.181 -1.970 4.685 -0.094
C -3.298 -2.797 3.704 -0.197
C -2.124 -1.998 3.061 -0.290
C -0.726 -2.643 3.298 -0.043
C -2.379 -1.809 1.528 -0.208
N -3.701 -1.251 1.251 0.113
C -4.288 -1.365 0.078 -0.554
C -5.529 -0.520 -0.178 0.011
O -3.858 -2.085 -0.809 0.047
C -1.329 -0.912 0.916 -0.438
O -1.338 0.302 1.171 0.048
N -0.406 -1.455 0.100 0.141
C 0.606 -0.669 -0.620 -0.196
C 0.078 -0.244 -2.032 -0.038
C 1.081 0.487 -2.942 -0.299
C 1.413 0.150 -4.207 -0.074
N 2.286 1.116 -4.745 0.049
C 2.466 2.008 -3.752 -0.194
N 1.773 1.658 -2.649 0.078
C 1.902 -1.463 -0.719 -0.501
O 1.837 -2.679 -0.707 0.064
N 2.993 -0.739 -0.883 0.042
C 4.339 -1.366 -0.961 -0.039
H -4.729 -1.196 4.185 0.051
H -4.874 -2.670 5.185 0.078
H -3.579 -1.515 5.446 0.061
H -3.983 -3.162 2.988 0.086
H -2.885 -3.632 4.284 0.108
H -2.065 -0.995 3.420 0.121
H 0.096 -2.152 2.780 0.073
H -0.536 -2.583 4.375 0.081
H -0.717 -3.704 3.051 0.082
H -2.289 -2.774 1.026 0.151
H -3.989 -0.562 1.960 0.163
H -6.040 -0.957 -1.025 0.079
H -6.192 -0.548 0.693 0.081
H -5.244 0.467 -0.443 0.071
H -0.503 -2.380 -0.182 0.120
H 0.834 0.227 -0.022 0.153
H -0.240 -1.178 -2.512 0.128
H -0.758 0.397 -1.846 0.111
H 1.060 -0.745 -4.757 0.127
H 2.744 1.134 -5.671 0.163
H 3.155 2.838 -3.847 0.115
H 2.960 0.274 -0.956 0.124
H 5.137 -0.622 -0.993 0.081
H 4.475 -2.044 -0.115 0.085
H 4.413 -1.959 -1.864 0.077
```

---

# C32H18CoF5N4O3S

C32H18CoF5N4O3S as an isolated structure (ωB97M-V/def2-TZVPD, the OMol25 dataset).

2S+1   2
M   692.5 g mol⁻¹
HOMO level (alpha / beta)   -4.042 / -4.043 eV
Charge   -1
Electronic energy   -107630.617 eV
⟨S²⟩   0.8188

```
64
Properties=species:S:1:pos:R:3:mulliken_spin:R:1
Co 0.170 -0.175 0.032 1.011
O -2.648 -2.986 2.445 0.000
C -3.545 -2.015 2.693 0.000
C -4.403 -2.173 3.784 0.000
C -5.347 -1.205 4.074 0.000
C -5.452 -0.061 3.285 0.000
C -4.596 0.096 2.209 0.001
C -3.634 -0.863 1.893 0.004
C -2.665 -0.644 0.769 -0.002
O -1.720 -1.505 0.620 0.007
N -2.804 0.447 0.058 -0.007
N -1.682 0.582 -0.762 0.001
C -1.854 1.168 -1.874 0.002
C -0.750 1.443 -2.786 -0.003
C -0.931 2.358 -3.827 0.000
C 0.087 2.660 -4.710 0.001
C 1.321 2.025 -4.542 -0.001
C 1.519 1.110 -3.527 0.000
C 0.487 0.785 -2.632 0.003
O 0.690 -0.141 -1.720 -0.043
H -2.136 -2.649 1.646 0.000
H -4.308 -3.070 4.385 0.000
H -6.007 -1.341 4.924 0.000
H -6.192 0.696 3.512 0.000
H -4.640 0.978 1.583 0.000
H -2.858 1.504 -2.136 -0.001
H -1.902 2.833 -3.932 0.000
H -0.066 3.375 -5.508 0.000
H 2.141 2.262 -5.210 0.000
H 2.476 0.627 -3.376 0.001
C -0.631 4.029 1.295 0.001
C -0.161 2.937 0.552 0.000
N 0.011 1.749 1.079 0.019
C -0.265 1.574 2.383 -0.010
C -0.750 2.586 3.204 0.002
C -0.935 3.849 2.618 -0.001
C -1.048 2.295 4.587 0.000
C -0.850 1.067 5.096 0.000
C -0.323 0.004 4.275 0.001
C -0.069 -1.292 4.748 0.001
C 0.452 -2.233 3.902 -0.001
C 0.691 -1.884 2.566 0.004
N 0.447 -0.683 2.099 -0.004
C -0.041 0.255 2.934 0.013
H -0.753 4.989 0.813 0.000
H 0.084 3.032 -0.500 0.001
H -1.315 4.667 3.220 0.000
H -1.436 3.093 5.210 0.000
H -1.079 0.854 6.134 0.000
H -0.291 -1.536 5.781 0.000
H 0.653 -3.242 4.232 0.000
H 1.088 -2.605 1.860 0.000
F 6.710 -2.994 1.349 0.000
C 5.917 -1.935 1.103 0.000
C 4.597 -2.102 0.746 0.001
F 4.088 -3.345 0.651 0.000
C 3.802 -0.999 0.492 0.001
F 2.522 -1.272 0.151 -0.003
C 4.225 0.321 0.605 0.002
S 3.171 1.668 0.357 0.000
C 5.579 0.437 0.960 -0.001
F 6.132 1.653 1.092 0.000
C 6.403 -0.644 1.207 0.000
F 7.689 -0.455 1.553 0.000
```

---

# C5H9NO

One molecule with the formula C5H9NO (ωB97M-V/def2-TZVPD, the OMol25 dataset).

M   99.1 g mol⁻¹
HOMO level   -8.248 eV
Electronic energy   -8867.103 eV

```
16
Properties=species:S:1:pos:R:3:lowdin_charge:R:1
N 0.035 -1.767 2.738 0.008
C 0.194 -0.701 1.811 -0.206
C -0.159 -0.769 0.530 -0.137
C 0.482 0.063 -0.549 -0.209
C -0.541 0.633 -1.548 -0.166
C -0.354 2.101 -1.868 -0.259
O 0.460 2.785 -1.306 0.046
H 0.899 -1.923 3.251 0.074
H 0.026 -2.633 2.203 0.073
H 0.652 0.187 2.233 0.113
H -0.886 -1.455 0.106 0.105
H 1.210 -0.535 -1.105 0.112
H 1.079 0.893 -0.167 0.101
H -1.570 0.520 -1.196 0.115
H -0.503 0.082 -2.493 0.114
H -1.022 2.518 -2.639 0.116
```

---

# C24H39Br27InN2OS

C24H39Br27InN2OS as an isolated structure (ωB97M-V/def2-TZVPD, the OMol25 dataset).

M   2675.9 g mol⁻¹
HOMO level   -3.663 eV
Charge   -1
Electronic energy   -1937693.628 eV

```
95
Properties=species:S:1:pos:R:3:lowdin_charge:R:1
C -4.737 -0.011 2.810 -0.063
C -3.625 0.140 2.126 -0.237
C -2.377 0.228 1.113 -0.239
C -1.636 -1.228 0.959 -0.333
C -1.148 -1.497 -0.556 -0.302
In 0.602 -0.242 -1.240 0.682
C 0.274 0.110 -3.492 -0.403
N 1.552 0.380 -4.235 -0.148
C 2.619 -1.254 -1.031 -0.267
C 2.884 -1.963 0.394 -0.310
N 3.112 -1.028 1.542 -0.113
C 3.723 -1.818 2.687 -0.239
C 4.525 -0.907 3.751 -0.116
C 4.111 0.032 1.241 -0.369
C 3.685 1.554 1.654 -0.036
O 5.227 -0.205 0.653 0.018
C 0.638 1.864 -0.329 -0.595
S 1.705 2.884 -1.468 0.660
C 2.356 4.413 -0.629 -0.563
C 1.383 5.044 0.497 -0.187
H -5.584 -0.202 3.557 0.012
H -2.673 0.538 0.039 0.080
H -1.599 0.945 1.558 0.065
H -0.822 -1.413 1.749 0.088
H -2.472 -2.013 1.175 0.038
H -2.049 -1.264 -1.263 0.006
H -0.902 -2.618 -0.663 0.041
H -0.344 1.101 -3.541 -0.047
H -0.398 -0.699 -3.961 0.030
H 2.177 -0.439 -4.210 0.045
H 2.011 1.235 -3.873 0.020
H 3.429 -0.512 -1.368 0.037
H 2.627 -2.113 -1.824 0.045
H 1.912 -2.560 0.646 0.121
H 3.746 -2.735 0.252 0.042
H 2.917 -2.398 3.297 0.123
H 4.476 -2.625 2.305 0.068
H 4.575 -1.476 4.770 0.081
H 4.033 0.107 3.989 0.059
H 5.634 -0.710 3.462 0.089
H 4.377 2.013 2.447 0.067
H 3.673 2.205 0.707 0.067
H 2.619 1.497 2.122 0.021
H -0.445 2.272 -0.443 -0.004
H 0.950 1.881 0.776 -0.020
H 2.463 5.229 -1.458 0.068
H 3.428 4.240 -0.233 0.054
H 1.031 6.094 0.129 0.072
H 0.458 4.415 0.744 0.010
H 2.032 5.268 1.439 0.067
C -3.474 2.807 -3.247 -1.575
Br -1.776 3.663 -3.634 0.562
Br -3.298 0.879 -3.120 0.622
Br -4.317 3.560 -1.668 0.549
H -4.134 3.013 -4.090 -0.029
C -5.527 0.228 7.126 -1.595
Br -6.500 1.895 7.338 0.566
Br -6.618 -1.142 6.289 0.562
Br -3.849 0.488 6.188 0.588
H -5.282 -0.127 8.127 -0.028
C 0.906 1.781 -7.949 -1.597
Br 2.608 2.633 -8.336 0.518
Br 1.078 -0.149 -7.825 0.558
Br 0.063 2.534 -6.372 0.534
H 0.247 1.988 -8.792 -0.059
C 0.490 2.560 4.497 -1.572
Br 2.318 3.218 4.460 0.588
Br -0.664 3.561 3.302 0.603
Br 0.405 0.652 4.150 0.585
H 0.115 2.718 5.508 -0.031
C -9.662 0.699 9.599 -1.624
Br -9.306 -1.164 10.013 0.546
Br -10.683 0.890 7.960 0.547
Br -10.503 1.622 11.085 0.551
H -8.697 1.178 9.430 -0.071
C 0.836 6.365 -9.245 -1.597
Br 0.851 6.149 -7.317 0.551
Br 2.596 6.805 -9.936 0.546
Br 0.075 4.819 -10.140 0.557
H 0.186 7.212 -9.466 -0.030
C 5.308 -6.060 -0.343 -1.581
Br 5.704 -7.920 0.047 0.529
Br 4.323 -5.864 -2.004 0.548
Br 4.405 -5.188 1.137 0.638
H 6.264 -5.552 -0.477 -0.022
C 3.655 -9.594 -4.266 -1.606
Br 3.650 -8.478 -5.854 0.555
Br 5.453 -9.892 -3.599 0.536
Br 2.481 -8.894 -2.889 0.537
H 3.258 -10.566 -4.559 -0.030
C -5.917 -3.012 0.103 -1.557
Br -4.931 -4.650 0.441 0.548
Br -4.812 -1.437 0.364 0.794
Br -6.760 -3.026 -1.648 0.530
H -6.718 -2.964 0.841 -0.028
```

---

# C3H4N2O

One molecule with the formula C3H4N2O (ωB97M-V/def2-TZVPD, the OMol25 dataset).

M   84.1 g mol⁻¹
HOMO level   -8.739 eV
Electronic energy   -8201.679 eV

```
10
Properties=species:S:1:pos:R:3:lowdin_charge:R:1
O 0.399 1.968 0.015 0.082
C 0.053 0.675 0.188 -0.454
C 0.749 -0.395 -0.302 -0.074
C -0.114 -1.487 -0.204 -0.206
N -1.279 -1.208 0.379 0.066
N -1.096 0.292 0.738 0.081
H 1.000 1.928 -0.747 0.121
H 1.808 -0.399 -0.461 0.097
H 0.189 -2.461 -0.626 0.116
H -1.710 1.087 1.019 0.169
```

---

# C3H4NO2

An isolated ion of composition C3H4NO2 and charge +1 (ωB97M-V/def2-TZVPD, the OMol25 dataset).

M   86.1 g mol⁻¹
HOMO level (alpha / beta)   -16.036 / -15.820 eV
Charge   +1
Electronic energy   -8746.680 eV

```
10
Properties=species:S:1:pos:R:3:lowdin_charge:R:1
C 1.217 -0.485 -0.618 -0.122
C -0.908 -0.739 -0.072 0.188
C -0.463 0.459 0.665 -0.082
N 0.817 0.741 -0.226 -0.104
O 2.030 -1.235 -0.855 0.378
O 0.873 1.660 -1.006 0.196
H -1.503 -0.600 -0.952 0.123
H -0.606 -1.542 0.522 0.092
H -1.249 1.277 0.778 0.171
H -0.208 0.464 1.765 0.159
```

---

# C10H14N4

An isolated ion of composition C10H14N4 and charge +2 (ωB97M-V/def2-TZVPD, the OMol25 dataset).

M   190.3 g mol⁻¹
HOMO level (alpha / beta)   -16.605 / -16.606 eV
Charge   +2
Electronic energy   -16537.557 eV

```
28
Properties=species:S:1:pos:R:3:lowdin_charge:R:1
C 1.667 -2.316 0.429 -0.022
C 1.962 -0.943 0.082 -0.111
C 3.269 -0.643 -0.290 0.028
C 3.592 0.687 -0.359 0.033
C 2.655 1.667 -0.051 -0.092
N 1.386 1.442 0.078 0.138
C 0.953 0.143 0.021 -0.144
C -0.394 -0.044 -0.128 0.022
N -1.433 1.122 -0.037 -0.043
C -1.288 2.353 0.570 -0.090
C -2.776 0.774 -0.583 -0.072
N -3.238 -0.459 -0.040 0.144
C -2.430 -1.456 0.039 0.040
N -1.073 -1.273 -0.242 0.164
H 2.521 -2.847 0.735 0.112
H 1.005 -2.528 1.147 0.068
H 1.378 -2.824 -0.410 0.096
H 4.043 -1.483 -0.279 0.177
H 4.600 1.098 -0.660 0.163
H 2.945 2.782 -0.139 0.172
H -0.824 2.942 -0.262 0.123
H -0.480 2.475 1.355 0.122
H -2.131 2.843 1.016 0.104
H -2.746 0.546 -1.648 0.154
H -3.604 1.568 -0.405 0.198
H -4.181 -0.704 0.038 0.171
H -2.610 -2.507 -0.008 0.179
H -0.379 -2.063 0.019 0.164
```